1.
Computed, not measured: 15 unconnected molecules or ions with the total composition H30O15 in a non-equilibrium geometry, with ωB97M-V/def2-TZVPD.

For the HOMO-LUMO gap, the calculation gives 0.34969 Ha. For the energy above the lowest of the compared OMol25 structures with the same formula, charge and spin, the calculation gives 154.7 kcal per mole.

ORCA input file:
```
! wB97M-V def2-TZVPD RIJCOSX def2/J DEFGRID3
* xyz 0 1
H -0.0608 0.0075 0.5794
H 0.6631 0.9847 -0.1585
H 0.9336 -0.8594 5.8194
H 0.6280 -1.0155 4.3382
H 1.4783 1.0414 -2.1979
H 2.6897 1.5003 -2.7476
H -0.9059 -2.2477 1.2922
H -2.1120 -2.9161 0.5450
H -3.5546 -2.1260 0.0762
H -4.7523 -2.9074 0.3097
H -0.0746 -2.3172 -2.3190
H -1.4760 -2.2341 -3.0607
H -5.1561 2.5582 -0.7028
H -3.6891 2.0610 -1.1073
H -1.7809 1.1802 -3.4318
H -3.1177 0.9028 -4.2316
H -1.5560 4.6161 -0.5566
H -2.7418 3.6263 -0.2952
H 1.2431 1.6920 2.2735
H 2.3504 2.7408 2.6571
H 1.6031 -2.1335 3.3911
H 1.2052 -2.8612 2.1500
H 2.0378 -3.1573 0.2250
H 2.7699 -2.8622 -0.9348
H 2.9892 1.7961 -0.7799
H 4.3575 1.4770 0.0507
H 4.0353 -0.5356 -0.9933
H 3.6595 -0.8622 -2.3919
H -0.8033 2.3985 2.0504
H -1.3799 1.3356 1.0350
O 0.0022 0.3493 -0.3333
O 1.0342 -0.3803 4.9247
O 2.0210 1.7482 -2.0577
O -1.6999 -2.7663 1.4301
O -3.7997 -3.0251 0.1483
O -0.9680 -2.7508 -2.4953
O -4.5924 2.4080 -1.4428
O -2.1589 1.1431 -4.3006
O -1.8205 3.6637 -0.5021
O 1.4502 2.4419 2.7850
O 1.5106 -3.0297 3.0095
O 2.0400 -3.4195 -0.7286
O 3.8391 1.3556 -0.8167
O 4.2181 -0.2845 -1.9353
O -0.5590 1.6634 1.4312
*
```

natural (NBO) atomic charge list, values in e, 8 entries:
1 H 0.466
2 H 0.476
3 H 0.478
4 H 0.451
5 H 0.468
6 H 0.494
7 H 0.440
8 H 0.493


2.
Computed, not measured: 15 unconnected molecules or ions with the total composition H30O15 in a non-equilibrium geometry, with ωB97M-V/def2-TZVPD.

For the HOMO-LUMO gap, the calculation gives 0.37014 Ha. For the energy above the lowest of the compared OMol25 structures with the same formula, charge and spin, the calculation gives 32.6 kcal per mole.

ORCA input file:
```
! wB97M-V def2-TZVPD RIJCOSX def2/J DEFGRID3
* xyz 0 1
O 0.0859 1.4500 1.5267
H 0.0975 2.1342 2.1594
H -0.2095 0.6232 1.9971
O 2.2964 -2.0540 -0.6299
H 2.7472 -2.1878 -1.4679
H 1.5951 -1.4931 -0.7368
O -0.3503 -2.7490 -2.0956
H -0.0362 -3.5811 -1.8215
H -1.0653 -2.8939 -2.7038
O 1.4558 -1.5571 1.8407
H 1.6051 -1.9580 1.0080
H 2.0642 -0.8247 1.7374
O 2.1021 3.2015 0.5720
H 2.1362 4.0842 0.9958
H 1.1796 3.0390 0.3715
O -1.0866 -2.7265 0.5723
H -1.0207 -3.6992 0.5624
H -0.7466 -2.3783 -0.2454
O -1.2006 2.4761 -1.3900
H -0.3174 2.6887 -1.7760
H -1.2664 3.0051 -0.6200
O -2.3522 2.1600 2.2001
H -1.5052 1.8602 1.8264
H -2.2012 3.0447 2.4684
O 0.1784 -0.1737 -0.5627
H 0.1484 0.4411 0.1851
H -0.7199 -0.3444 -0.8427
O -3.0792 -0.8486 1.2831
H -2.5356 -1.5181 0.7811
H -3.8697 -1.3234 1.5149
O -0.8787 -0.6211 2.8459
H -1.6929 -0.7922 2.3778
H -0.1888 -1.1460 2.4275
O -2.0937 -0.2017 -2.0221
H -2.6403 -0.9235 -1.6849
H -2.3531 0.6371 -1.6300
O 2.4414 0.7287 -1.8763
H 1.5958 0.4864 -1.5251
H 2.9718 0.9036 -1.1058
O 0.1490 -0.1614 -3.9416
H -0.4346 0.5783 -4.1372
H -0.2473 -0.5310 -3.1675
O 2.9475 0.6944 1.4947
H 3.7812 0.9442 1.8784
H 2.5134 1.5070 1.3564
*
```

natural (NBO) atomic charge list, values in e, 8 entries:
1 O -1.020
2 H 0.485
3 H 0.521
4 O -0.981
5 H 0.493
6 H 0.491
7 O -0.946
8 H 0.480


3.
Computed, not measured: 15 unconnected molecules or ions with the total composition H30O15 in a non-equilibrium geometry, with ωB97M-V/def2-TZVPD.

For the HOMO-LUMO gap, the calculation gives 0.35026 Ha. For the energy above the lowest of the compared OMol25 structures with the same formula, charge and spin, the calculation gives 32.9 kcal per mole.

ORCA input file:
```
! wB97M-V def2-TZVPD RIJCOSX def2/J DEFGRID3
* xyz 0 1
O -3.2082 -1.2381 1.4259
H -3.3072 -0.3261 1.1659
H -4.1272 -1.6271 1.5579
O -1.1062 2.0189 -1.8181
H -0.8792 1.9569 -2.7541
H -1.6302 1.2329 -1.6691
O 0.1248 -0.4181 0.1599
H -0.7062 -0.5461 -0.2371
H 0.5938 -0.0801 -0.6261
O 0.5038 -0.7631 -2.6671
H -0.0832 -1.3251 -3.1671
H 0.5318 0.0119 -3.2171
O 2.6398 -2.1501 -1.8121
H 1.7828 -1.7541 -1.9671
H 2.4168 -3.1191 -1.7261
O 1.8378 -1.3331 2.7109
H 1.8568 -1.1341 3.6709
H 0.9678 -1.6151 2.5219
O 0.4058 -3.1371 -0.1861
H 0.3528 -2.1581 -0.1031
H -0.4182 -3.4231 0.1619
O -0.8632 1.2679 2.0749
H -0.6922 0.7519 2.9099
H -0.4292 0.7979 1.3639
O 2.2758 1.3459 2.1939
H 1.9838 0.3969 2.2389
H 1.6288 1.8029 1.6499
O 1.7958 1.5989 -3.0211
H 2.2858 2.3829 -2.9691
H 1.8348 1.1069 -2.1361
O 0.8178 2.6969 0.1389
H 1.1648 3.5759 0.1079
H 0.4018 2.5009 -0.7501
O 3.1218 1.1599 -0.7311
H 3.8348 1.7309 -0.8701
H 2.5748 1.6069 -0.0291
O -3.1962 1.4959 0.3909
H -3.2682 2.4019 0.2439
H -2.3942 1.5579 0.8369
O -0.9972 -1.8071 2.9569
H -1.7292 -1.7131 2.3269
H -1.0032 -2.7561 3.0989
O -2.1772 -1.1051 -1.2021
H -2.6892 -0.4451 -1.6691
H -2.8282 -1.4261 -0.5781
*
```

natural (NBO) atomic charge list, values in e, 8 entries:
1 O -0.989
2 H 0.515
3 H 0.496
4 O -0.949
5 H 0.485
6 H 0.477
7 O -0.962
8 H 0.489


4.
Computed, not measured: a molecular structure, H30O27S3Zn in a non-equilibrium geometry, with ωB97M-V/def2-TZVPD.

For the HOMO-LUMO gap, the calculation gives 0.16188 Ha. For the energy above the lowest of the compared OMol25 structures with the same formula, charge and spin, the calculation gives 0.0 kcal per mole.

ORCA input file:
```
! wB97M-V def2-TZVPD RIJCOSX def2/J DEFGRID3
* xyz -4 1
Zn 2.5427 -1.3555 0.3658
S -0.3204 0.1001 0.2058
O -1.3579 -0.9105 0.1519
O -0.1760 0.6347 1.5713
O 0.9480 -0.4895 -0.2032
O -0.6919 1.2116 -0.6622
S 2.2857 -4.0384 -1.6176
O 0.9899 -4.5285 -2.0384
O 2.9765 -5.1799 -0.9760
O 3.1253 -3.4702 -2.6861
O 2.0592 -2.9127 -0.6727
S 4.1382 0.2107 -2.2086
O 5.5558 0.5813 -2.0305
O 3.6213 -0.4008 -0.9598
O 3.4240 1.4510 -2.4913
O 4.1166 -0.6805 -3.3786
O 2.9829 0.4082 1.6206
H 3.1680 0.7338 2.5033
H 2.8389 1.2002 1.0906
O 1.5007 2.6512 -0.9737
H 2.1062 2.0542 -1.4525
H 0.6374 2.1997 -0.9866
O -1.1864 -2.7271 2.0397
H -1.2513 -2.2611 1.1860
H -1.7636 -2.2312 2.6258
O 1.3026 2.9745 2.0178
H 1.5151 3.0301 1.0759
H 0.7142 2.2091 2.0812
O -2.1892 -0.1831 -3.5423
H -1.4063 -0.6680 -3.2462
H -2.1202 0.6775 -3.1167
O -1.6724 2.5273 -2.5419
H -1.4157 1.9284 -1.8059
H -1.1409 3.3126 -2.3978
O 0.9829 -0.7264 -2.9622
H 1.3472 -0.6670 -2.0723
H 1.7549 -0.8830 -3.5197
O 0.4553 0.2527 4.0335
H 0.0650 0.4906 3.1686
H -0.1240 0.6607 4.6810
O -1.2828 -2.8165 -1.7786
H -0.9852 -2.0837 -1.2251
H -0.4743 -3.3188 -1.9766
O -3.8517 -1.6722 0.4973
H -3.9428 -1.8878 -0.4350
H -2.9934 -1.2252 0.5539
O -2.0512 3.5280 0.4401
H -1.6708 2.6741 0.1865
H -2.9528 3.4925 0.1143
O -3.9624 1.2568 -0.2237
H -3.1845 1.1071 -0.7714
H -4.0338 0.4645 0.3207
O -2.8529 0.1796 2.6633
H -3.4966 0.6344 2.1174
H -2.0821 0.0695 2.0891
O 1.5849 -2.2598 2.0586
H 1.7767 -2.4547 2.9766
H 0.6204 -2.3383 1.9875
O -1.7006 3.3515 3.1190
H -1.4613 2.4216 3.1200
H -1.3407 3.6905 2.2904
*
```

natural (NBO) atomic charge list, values in e, 8 entries:
1 Zn 1.778
2 S 2.718
3 O -1.103
4 O -1.133
5 O -1.119
6 O -1.106
7 S 2.622
8 O -1.108


5.
Computed, not measured: a molecular structure, H30O27S3Zn2 in a non-equilibrium geometry, with ωB97M-V/def2-TZVPD.

For the HOMO-LUMO gap, the calculation gives 0.20480 Ha. For the energy above the lowest of the compared OMol25 structures with the same formula, charge and spin, the calculation gives 31.8 kcal per mole.

ORCA input file:
```
! wB97M-V def2-TZVPD RIJCOSX def2/J DEFGRID3
* xyz -2 1
Zn 4.1057 6.9475 11.7439
Zn 4.5860 10.4818 8.4218
S 3.4886 7.2362 8.5685
O 3.2908 7.0535 10.0595
O 2.2612 6.8610 7.9069
O 3.7866 8.6776 8.3858
O 4.6475 6.4055 8.1585
S 2.7042 12.9163 7.8639
O 1.3872 12.9533 7.2423
O 2.8308 13.8201 9.0078
O 2.9456 11.4709 8.3667
O 3.8144 13.1792 6.8841
S 4.9549 10.2184 11.8593
O 3.8194 10.8475 12.5489
O 4.8153 8.7630 12.1271
O 4.9038 10.5103 10.4371
O 6.2685 10.6589 12.4301
O 1.3475 10.0143 13.9056
H 0.4096 10.0717 13.7018
H 1.6695 10.9434 13.9765
O 5.9494 6.4671 10.9272
H 6.8285 6.7686 11.2123
H 6.0790 5.7267 10.3217
O 9.2804 10.1367 14.2680
H 8.9578 10.5365 13.4533
H 8.4709 9.8562 14.7207
O 2.2483 7.3770 12.5969
H 1.9483 8.2293 12.9688
H 1.5176 7.0386 12.0650
O 4.5740 13.6028 11.7262
H 4.1318 12.7513 11.6031
H 5.4108 13.3953 12.1577
O 4.6512 6.4383 13.7083
H 4.7238 6.7653 14.6117
H 5.1437 5.6095 13.6909
O 1.4653 10.9127 10.9069
H 2.1445 10.7575 11.5828
H 1.9418 11.2243 10.1139
O 5.6583 12.3235 8.1336
H 6.3687 12.8539 8.5015
H 5.0165 12.9318 7.6396
O 6.5134 10.5196 15.0902
H 5.8158 10.9645 15.5829
H 6.2594 10.6498 14.1420
O 6.3985 9.5425 8.1361
H 7.2575 9.8945 8.3757
H 6.5333 8.6730 7.7394
O 8.0281 8.6475 11.0521
H 7.3219 9.1683 11.4781
H 8.3576 9.2213 10.3588
O 3.5939 9.1930 15.2318
H 4.0142 9.3567 14.3767
H 2.6508 9.2717 15.0310
O 7.2138 7.5648 14.0401
H 6.5540 8.1048 13.5788
H 7.0677 7.7518 14.9730
O 2.4636 12.4928 14.1390
H 3.1220 11.9206 13.6833
H 2.2013 13.1028 13.4378
O 7.6809 12.9909 12.1684
H 7.8738 12.9758 13.1117
H 7.2483 12.1281 12.0082
*
```

natural (NBO) atomic charge list, values in e, 8 entries:
1 Zn 1.768
2 Zn 1.774
3 S 2.636
4 O -1.236
5 O -1.011
6 O -1.160
7 O -1.092
8 S 2.581


6.
Computed, not measured: a molecular structure, H30O27S3Zn3 in a non-equilibrium geometry, with ωB97M-V/def2-TZVPD.

For the HOMO-LUMO gap, the calculation gives 0.08713 Ha. For the energy above the lowest of the compared OMol25 structures with the same formula, charge and spin, the calculation gives 539.5 kcal per mole.

ORCA input file:
```
! wB97M-V def2-TZVPD RIJCOSX def2/J DEFGRID3
* xyz 0 1
Zn -4.6538 -0.1462 -2.3139
Zn 2.8093 -4.3230 -0.2825
Zn 3.5571 3.4682 -1.9429
S -0.0149 0.3343 0.4010
O 0.9105 -0.8277 0.4018
O 0.6320 1.5064 -0.2108
O -1.2113 -0.0045 -0.3909
O -0.2664 0.7053 1.7792
S -3.7928 -3.2077 -6.3768
O -3.7482 -2.4137 -7.6129
O -5.0844 -3.8683 -6.2080
O -2.6939 -4.1160 -6.3354
O -3.5279 -2.2949 -5.3262
S 5.2342 -1.2464 -3.5585
O 6.3986 -1.0280 -2.7149
O 4.6270 -2.5117 -3.1690
O 4.3760 -0.1222 -3.5009
O 5.5700 -1.5684 -4.9828
O -2.9680 -0.4549 5.4125
H -2.3687 -0.3097 4.6804
H -3.6354 0.2242 5.3147
O 0.4615 -1.5414 8.1887
H 0.4128 -0.8169 8.8123
H 0.0061 -1.2196 7.4108
O 3.3164 -0.7020 5.1811
H 2.8993 -1.4207 5.6562
H 2.6077 -0.3066 4.6735
O -4.0485 3.2362 -3.3457
H -3.9128 3.9895 -2.7709
H -4.1110 3.6124 -4.2236
O 3.0277 6.4828 -0.1107
H 3.2070 6.6658 0.8116
H 2.8008 7.3342 -0.4846
O 1.7178 5.1992 -4.4805
H 2.0113 5.5927 -5.3022
H 0.7651 5.2895 -4.4980
O -6.3966 1.1175 0.5207
H -7.1826 0.6490 0.8015
H -6.1887 1.6979 1.2530
O -5.2085 -3.3438 -0.8487
H -4.9399 -3.4296 0.0660
H -5.2012 -4.2395 -1.1861
O 1.2476 -5.4312 2.8359
H 0.4282 -5.0535 3.1555
H 1.2797 -6.3030 3.2297
O -0.0672 -5.4709 -2.1607
H -0.6994 -5.0613 -2.7513
H -0.3917 -6.3638 -2.0437
O -5.1600 3.4700 4.7944
H -4.2993 3.7253 4.4621
H -5.5133 4.2695 5.1846
O 0.0479 0.6049 -5.2602
H 0.9134 0.6610 -4.8551
H -0.3819 -0.1214 -4.8086
O 5.6710 -3.2768 1.9595
H 6.0357 -2.3998 1.8401
H 6.1403 -3.6310 2.7148
O 5.7089 1.9104 0.4484
H 6.3299 1.3554 -0.0233
H 6.1445 2.1069 1.2777
O -0.1794 4.6993 3.6349
H 0.7446 4.8921 3.7941
H -0.1920 3.7757 3.3837
*
```

natural (NBO) atomic charge list, values in e, 8 entries:
1 Zn 0.395
2 Zn 0.445
3 Zn 0.511
4 S 2.488
5 O -0.720
6 O -0.681
7 O -0.799
8 O -0.818


7.
Computed, not measured: a molecular structure, H31MnO17P in a non-equilibrium geometry, with ωB97M-V/def2-TZVPD.

For the HOMO-LUMO gap (alpha / beta), the calculation gives 0.22429 / 0.21116 Ha. As for the expectation value of S²: 8.753. For the energy above the lowest of the compared OMol25 structures with the same formula, charge and spin, the calculation gives 32.7 kcal per mole.

ORCA input file:
```
! wB97M-V def2-TZVPD RIJCOSX def2/J DEFGRID3
* xyz 4 6
O 1.1434 -1.7815 -2.8516
H 2.0502 -2.0641 -3.0852
H 0.6431 -1.4208 -3.6139
H 1.1202 -1.2567 -1.9589
O -3.2297 -1.8269 0.6507
H -2.3095 -1.4546 0.2607
H -3.5133 -1.3405 1.4388
H -3.9446 -1.8883 -0.0203
O -2.7968 2.1532 -0.1324
H -3.0389 1.9474 0.7864
H -1.8030 1.8502 -0.2946
H -3.4600 1.6768 -0.6790
O -0.7901 1.1437 3.4053
H -0.2631 0.6109 2.6511
H -1.7518 1.0520 3.3222
H -0.5271 0.8547 4.3071
O 1.3003 3.3822 0.1391
H 0.9771 4.0544 0.7805
H 0.5650 2.6582 -0.0859
H 2.0198 2.9107 0.5929
Mn 2.4652 -0.5955 1.2274
P 0.0992 -0.0050 0.0088
O 0.5571 0.0102 1.5270
O -1.0323 -0.9788 -0.3481
O 1.4374 -0.5593 -0.5456
O -0.3154 1.4197 -0.5314
O 2.7458 -0.7145 3.3891
H 2.3106 -0.9702 4.2176
H 3.2958 0.0472 3.6421
O 1.3221 3.4982 -3.2383
H 0.4572 3.0479 -3.2321
H 1.9568 2.8398 -2.9372
O -1.0741 -1.7525 3.0430
H -0.4321 -1.5443 2.3541
H -0.8108 -2.6026 3.4233
O -1.1101 2.2793 -2.9641
H -1.6577 2.9939 -2.6134
H -0.7106 1.8457 -2.1862
O 2.2425 -2.7519 1.2557
H 1.4816 -3.3536 1.3424
H 3.0051 -3.2720 1.5664
O 2.9727 1.1857 -2.2541
H 3.6677 1.6342 -1.7544
H 2.4600 0.6614 -1.6274
O -2.6523 -1.2920 -2.6033
H -1.9159 -1.3711 -1.9795
H -3.2385 -0.6126 -2.2608
O -0.2406 -3.7103 -0.4225
H -0.3351 -2.7493 -0.3863
H 0.6575 -3.8886 -0.7253
*
```

natural (NBO) atomic charge list, values in e, 8 entries:
1 O -0.804
2 H 0.581
3 H 0.592
4 H 0.562
5 O -0.793
6 H 0.563
7 H 0.548
8 H 0.579


8.
Computed, not measured: 15 unconnected molecules or ions with the total composition H31O15 in a non-equilibrium geometry, with ωB97M-V/def2-TZVPD.

For the HOMO-LUMO gap, the calculation gives 0.39922 Ha. For the energy above the lowest of the compared OMol25 structures with the same formula, charge and spin, the calculation gives 64.8 kcal per mole.

ORCA input file:
```
! wB97M-V def2-TZVPD RIJCOSX def2/J DEFGRID3
* xyz 1 1
O 3.4570 1.8209 -0.6736
H 1.5921 -0.3723 0.5431
H 3.2092 2.2033 0.1824
O 0.5063 0.8124 3.8318
H -0.2044 0.6266 3.2198
H 0.1258 1.1992 4.6259
O 0.7058 -0.1800 0.1989
H 1.5791 2.9861 2.7183
H 0.4602 -0.2511 -0.7291
O 2.4363 1.2324 -2.9443
H 3.0383 0.6065 -3.3498
H 2.7733 1.5707 -2.0705
O -1.8190 0.7268 0.7826
H -2.3318 1.5353 0.5820
H -1.0108 1.2683 0.7798
O 2.4811 2.6490 2.7388
H -3.3116 -2.7838 -1.3069
H -3.1302 2.9552 -1.9142
O -2.4710 -2.7373 -0.8171
H -1.2487 -3.9906 -0.8765
H -1.5084 3.0170 -1.7094
O 0.2620 -2.4418 0.9835
H -0.1437 -2.5707 1.8570
H 0.4886 -1.5191 0.8095
O -2.3704 2.8781 -1.3361
H 2.3636 1.9545 3.4004
H -2.6505 0.0448 -1.1228
O 2.6105 -1.4384 1.7041
H 0.1246 2.2678 -1.5857
O -0.2440 -0.5573 -2.5677
H -0.9921 0.0433 -2.7265
H 0.3317 -0.0303 -3.1615
O -0.2465 -3.9271 -0.9599
H -0.0816 -3.1630 -0.2531
H -0.2095 -3.2664 -1.6772
O -3.4886 -0.2887 -1.4722
H -2.6976 -1.7963 -0.5681
H -3.4900 -0.3768 -2.4292
O 0.5961 2.9825 -1.9129
H 4.3033 1.3885 -0.5345
H 1.3557 3.1654 -2.4492
O -1.8795 -1.8397 2.5666
H -2.3784 -2.2233 1.8428
H -2.4922 -1.4372 3.1874
H 3.0754 -0.7110 2.1418
H 2.5244 -2.0322 2.4514
*
```

natural (NBO) atomic charge list, values in e, 8 entries:
1 O -0.960
2 H 0.525
3 H 0.515
4 O -0.971
5 H 0.489
6 H 0.484
7 O -0.998
8 H 0.472